Record 1
Density functional theory data (ωB97M-V/def2-TZVPD) for a structure of composition C34H22BrIN4O9S2Y.

```
! RIJCOSX wB97M-V def2-TZVPD def2/J DEFGRID3
* xyz -1 1
C 1.8795 1.5505 2.3842
H 3.0680 -5.8470 -2.2165
C 5.7066 0.1133 0.9049
O -1.3103 0.1801 -0.8359
H 7.4545 1.2996 1.2379
C 3.2084 0.5034 4.6080
N 2.1831 -0.3269 -0.6560
H 2.0645 -5.2872 2.6395
C -3.2557 4.0187 -2.9699
C 3.1533 -6.4243 1.1476
Br -5.1398 -4.2080 1.4766
S 1.0258 -3.6316 -1.6222
O 1.7677 -2.7768 -2.4930
C 0.7964 -3.4561 0.8645
C -4.0142 1.8140 -3.5703
H -4.6459 1.1449 -4.1396
C -3.0898 1.2463 -2.6882
C 6.5106 1.2277 0.7117
H 4.6925 2.0420 4.2545
I -2.2623 -2.1476 1.6374
C 2.8573 -5.7357 -1.1619
H 4.5789 2.9954 -1.4841
O 2.1296 1.6758 -1.8371
C 1.1597 2.1852 1.2755
O 2.6589 -1.4561 1.4503
O -0.0336 -4.4125 -2.2026
C -1.2922 1.4919 -0.9432
C -2.2555 2.0720 -1.9201
H 3.6162 -7.0939 1.8611
H -1.6858 4.0734 -1.5042
C 2.0274 -0.0629 4.1957
C 6.1213 2.2601 -0.1466
H 6.7728 3.1141 -0.2830
H -5.3574 1.1153 -0.7265
O 0.3713 -3.0887 1.9608
C -6.3934 -0.7393 -0.3837
C -2.3519 3.4540 -2.0903
C 4.9092 2.2055 -0.8221
N 0.1957 1.5919 0.6792
C -4.1410 -0.3057 0.3088
H -7.3080 -0.4239 -0.8694
H -3.2911 0.3585 0.3645
H 6.0001 -0.6907 1.5659
C -6.3084 -2.0137 0.1527
O -3.0737 -0.0973 -2.6273
H 3.7236 0.0903 5.4682
Y 0.2524 -0.6990 0.5671
C -4.0953 3.1853 -3.7080
C 1.7313 -4.5971 0.6430
C 2.0162 -4.7482 -0.6889
N 0.4524 -2.8016 -0.2977
C -5.3101 0.1199 -0.3025
H 3.4777 2.9734 2.3206
H 4.1094 -7.3517 -0.5364
C 3.0800 2.1104 2.8483
H 1.4308 3.1975 0.9725
C -4.0403 -1.5916 0.8326
H -7.1518 -2.6885 0.0965
C 1.3491 0.4097 3.0541
C 3.4318 -6.5713 -0.2125
O 3.9163 -2.2871 -0.4920
C 4.5028 0.0938 0.2252
N -0.5495 2.3063 -0.2559
H -3.3055 5.0937 -3.0819
C 4.1038 1.1010 -0.6152
H -4.8149 3.6091 -4.3989
C -5.1356 -2.4416 0.7627
H 1.6059 -0.9238 4.6988
C 3.7609 1.5999 3.9280
H -2.4168 -0.3429 -1.9442
O 0.2638 -0.1813 2.6254
C 2.7135 0.8746 -1.1539
S 3.2967 -1.1715 0.1631
C 2.2918 -5.4294 1.5912
*
```

Calculated values
E_HOMO	-5.271	eV
frontier orbital gap	7.6	eV



Record 2
Density functional theory data (ωB97M-V/def2-TZVPD) for a structure of composition C34H22BrIN4O9S2Y.

```
! RIJCOSX wB97M-V def2-TZVPD def2/J DEFGRID3
* xyz -1 1
C 1.2605 -5.6847 -3.1618
C -0.3661 -0.0346 -4.1358
C 0.7281 0.8170 -6.0489
O -2.6654 0.3020 -2.8668
C 0.8521 4.3319 3.0355
C 0.5615 -0.3554 -2.0032
C 0.9299 -0.3840 6.2519
H 2.8635 -6.5115 -4.2987
C 0.1144 -0.4196 5.1421
O -0.3339 2.6528 -1.8588
H 0.7153 1.1150 -7.0897
O -0.5497 3.9039 0.2462
C -4.6754 1.5540 -0.3296
C -0.4346 0.3275 -5.4641
C 1.9546 0.5665 -3.9788
H 3.2784 -2.7571 2.8018
N 1.8872 -2.0293 1.5174
N -1.0210 1.4070 0.2258
O -0.2224 -0.9200 2.8671
H 2.8725 -0.8513 7.0711
H 3.9580 -3.8752 -1.1017
H -5.5043 4.3759 -2.0231
C 0.8850 -4.8505 -2.1039
C -0.1564 5.1072 3.5880
H 0.5482 0.0281 7.1789
O -2.4477 -0.2394 0.7884
H -5.1018 0.6522 0.0885
C 0.5715 -0.9267 3.9078
C -3.3145 1.7731 -0.2643
C -0.5331 2.3824 3.2350
C 2.4167 -2.0989 2.6779
H -1.3553 0.2382 -6.0251
H 3.6926 -1.8199 4.9474
H -0.9027 -0.0505 5.1846
H 2.7953 1.3242 -5.7985
S -0.9899 2.8224 -0.5903
O 0.2475 -2.9633 -0.1200
H 0.4746 -6.1725 -3.7234
H -0.5074 -4.0630 -1.1216
C -2.2538 0.8940 0.3037
C 2.5921 -5.8648 -3.4724
C 1.5041 -3.2985 -0.2384
C -3.5032 3.8606 -1.4628
C 1.9072 0.9352 -5.3172
H -0.6862 1.3215 3.0907
C -1.3553 4.5216 3.9574
Y -0.0306 -0.8138 0.6902
H -6.5247 2.3711 -1.0401
C 3.5843 -5.2174 -2.7375
H -3.0462 4.7364 -1.9041
C 3.2152 -4.3965 -1.6902
C 2.2356 -0.8757 6.1969
H 0.0030 6.1694 3.7128
C 0.7969 0.0787 -3.4058
I 2.1045 1.7708 1.9361
Br 2.4480 5.2145 2.5296
O -2.0254 -1.9792 -3.5242
H -2.4753 2.6898 4.0663
C -4.8757 3.6490 -1.5243
C 2.6904 -1.4084 5.0094
C 1.8744 -4.2004 -1.3541
C -5.4541 2.5129 -0.9650
C -2.7492 2.9018 -0.8210
H 4.6292 -5.3501 -2.9865
O 1.4241 -0.3126 -1.0930
H 2.8569 0.6587 -3.3893
S -1.6312 -0.6776 -3.0668
C 1.8945 -1.4339 3.8593
H -2.1420 5.1345 4.3784
N 2.4440 -2.8862 0.5629
O -0.4259 -4.7361 -1.8345
N -0.6746 -0.7718 -1.7512
C -1.5412 3.1589 3.7841
C 0.6645 2.9696 2.8532
*
```

Calculated values
E_HOMO	-5.374	eV
frontier orbital gap	7.7	eV



Record 3
Density functional theory data (ωB97M-V/def2-TZVPD) for a structure of composition C34H22Cl2F9N2OPS2Ti.

```
! RIJCOSX wB97M-V def2-TZVPD def2/J DEFGRID3
* xyz -2 1
O -2.5524 -1.0357 -0.7148
Cl -2.5201 -4.6774 1.5690
F -5.0392 -3.0131 -2.3507
C 2.2041 1.5908 0.6886
H 4.3920 -0.5294 -3.9784
C -0.0477 3.6918 -0.1838
F -4.3938 -0.5059 -3.6156
F -2.8184 -2.4914 -4.0079
C -2.5106 1.2163 4.6234
H -0.7811 5.6831 0.0426
C 2.3093 1.2920 -1.9932
C 0.3547 -6.8628 0.0606
H -1.5183 -7.0996 1.0144
C -2.2695 -2.4003 -2.7251
C -0.7801 -6.3895 0.6760
C -4.4570 -2.2399 -1.3620
Cl 2.1678 -3.4289 -0.8598
H 0.4945 3.8666 0.7405
S -0.1690 -1.4927 2.6875
C -1.5037 4.7124 -1.8152
H 0.4956 1.6059 2.1262
C 0.0649 2.5367 -0.9497
F -4.2621 -3.0061 -0.3130
H 5.3385 2.2459 1.6832
C 1.2232 -5.8370 -0.4847
C 3.8626 0.3525 -3.5786
C 3.5980 1.8221 0.6231
C 2.8966 0.1853 -2.6066
F -4.1284 0.8212 -1.9025
C -0.7409 -0.2159 3.8009
H 4.1428 3.8120 -3.5031
F -5.4348 -1.3763 -0.9146
C -3.1735 -1.4251 -1.7776
F -2.2475 -3.6496 -2.2696
H -3.4792 1.6572 4.3830
N -0.5556 -2.7296 0.2962
C -0.3292 -4.0242 0.1657
C -3.6008 -0.1586 -2.6054
C -1.0830 -5.0453 0.7140
C -0.0952 -0.0479 5.0097
S -2.6754 0.5201 1.9642
Ti -1.0147 -1.0709 0.4770
C 0.8927 -4.5628 -0.3120
C -1.8785 1.3285 5.8014
H 2.5282 -0.7681 -2.2933
C -0.7181 2.4892 -2.0910
H 1.7286 2.3644 3.9245
C 3.7700 2.7386 -3.2306
H -2.3073 1.7554 6.7019
H 2.1696 -6.1542 -0.9615
H 4.1884 1.6392 -0.2833
C -0.6474 0.7629 6.0199
C 2.7445 2.5797 -2.3185
C 4.3351 1.6669 -3.8703
P 1.0397 1.0875 -0.6295
H 2.4368 3.4121 -1.7258
H 0.8206 -0.6430 5.1667
H -2.0495 3.4573 -3.4714
F -1.0784 -1.8802 -2.8602
C 3.7013 2.2988 2.9616
H -0.6265 1.6396 -2.7426
H -0.1867 0.8824 7.0026
F -2.5041 0.3335 -3.1786
C 4.3135 2.0637 1.7444
C -1.4937 3.5283 -2.5225
C -1.9130 0.4902 3.5105
C 1.5678 1.8037 1.9546
H 4.1871 2.4894 3.9054
H 5.2446 1.8812 -4.4345
H 0.6120 -7.8531 -0.1984
C -0.8032 4.7929 -0.6224
C 2.3148 2.2482 3.0164
H -2.1340 5.5680 -2.0651
N 0.3818 -0.2995 -0.7328
*
```

Calculated values
E_HOMO	-1.513	eV
frontier orbital gap	5.8	eV



Record 4
Density functional theory data (ωB97M-V/def2-TZVPD) for a structure of composition C34H23BaCl7N6OTe.

```
! RIJCOSX wB97M-V def2-TZVPD def2/J DEFGRID3
* xyz 0 1
H -4.8592 0.8596 -1.5338
C -1.0967 2.7169 -1.9967
C -2.8721 1.4941 -2.0734
C 1.8480 -4.4579 3.3062
C -4.2956 -2.0183 1.4928
C 3.8458 1.2168 -2.4352
Cl -3.0875 0.1498 2.6788
C 3.6805 4.3299 1.2335
Cl -3.3271 -4.5014 -1.5121
H 0.1441 -7.7587 4.3673
H -1.8064 4.2099 -3.4944
C 0.6036 -4.8000 2.7742
Cl -0.8874 -2.4966 -1.4849
O 0.7929 2.0736 1.3960
C 2.4724 -5.3050 4.2139
C -3.1713 2.2961 -7.1697
C -2.2456 -2.3033 -0.2999
C -2.0734 0.3473 -7.9362
C -2.5995 1.5814 -8.2281
N -3.7677 3.5479 -7.1643
C -3.9014 0.4378 -1.8448
Cl 5.7861 4.6778 -0.3958
H 2.2004 -0.1944 -2.4053
C -2.1491 -1.2834 0.5964
N -4.1496 3.7947 -5.9648
H 4.0803 5.1665 1.7899
H -4.0735 -0.1681 -2.7387
H -2.6634 0.1202 -4.5672
H -0.7515 -3.1751 2.2562
C -3.2028 1.7763 -5.8915
N 2.0776 1.0969 -0.8282
C 3.8048 2.7913 -0.6139
H -0.5543 -4.3685 0.9708
Cl -5.5853 -1.8123 2.6265
Te 1.5923 -2.7160 0.9972
H 2.2707 -2.3447 3.5616
C 2.4886 3.7156 1.6724
C 0.6195 -6.8304 4.0745
H -4.6563 3.7273 -3.5822
C -0.0066 -5.9886 3.1639
C 4.4056 2.2747 -1.7841
C 2.6680 0.6531 -1.9117
H 2.3579 -7.1478 5.3011
C -4.3412 -3.0545 0.5529
C -2.6603 0.5207 -5.5716
C -0.0443 -3.8553 1.7840
H -0.1121 3.0277 -1.6825
H 4.2877 0.8092 -3.3344
H 3.4443 -5.0386 4.6151
C 2.4894 -3.1608 2.8752
C -3.2953 -3.2121 -0.3607
C -1.9117 3.3238 -2.8904
H -0.9705 -6.2602 2.7471
C 2.6200 2.1767 -0.1629
H -1.6224 -0.2415 -8.7236
Ba -0.0166 0.2272 0.6160
H -1.6719 -1.1493 -6.4321
N -3.8206 2.7489 -5.1672
Cl 1.7202 4.3430 3.0977
N -1.6958 1.5697 -1.4943
H -4.9266 1.9793 -3.5662
H 5.3133 2.7356 -2.1516
H -2.5780 1.9925 -9.2292
C 1.8610 -6.4890 4.5995
N -3.0460 2.5341 -2.9365
C 1.9153 2.6525 1.0126
C -3.1902 -1.1741 1.4745
Cl -5.6795 -4.1368 0.5234
C -4.2017 2.7608 -3.7746
C 4.3210 3.8888 0.1238
C -2.1041 -0.1743 -6.6192
H -3.5450 -0.2152 -1.0550
H 3.5672 -3.2421 2.7607
*
```

Calculated values
E_HOMO	-7.901	eV
frontier orbital gap	7.7	eV



Record 5
Density functional theory data (ωB97M-V/def2-TZVPD) for a structure of composition C34H23F5N4O3S2Sr.

```
! RIJCOSX wB97M-V def2-TZVPD def2/J DEFGRID3
* xyz -1 2
C 2.8866 3.2676 -3.2369
H -2.2683 0.4980 4.4765
H 0.5820 2.7633 2.2316
C -1.2704 0.6085 4.0714
F 1.3693 -2.1481 0.3087
H -5.3576 1.3482 1.8663
H -3.4506 3.0503 -3.8860
F 2.4734 -4.2406 1.5121
H -2.8877 1.3609 -3.7875
O -1.4174 2.8124 -3.6627
H 1.6558 -1.0723 3.8012
C 3.1267 -3.6486 0.4966
C -0.9403 1.7414 3.3415
H -5.8769 -0.9351 1.0578
C -1.7475 -2.8180 1.2719
C -4.2566 1.8794 0.1060
N -1.4822 -1.9885 0.2425
F 4.9085 -5.1975 0.7252
N -1.4406 2.2015 -1.4757
C 2.8205 2.1273 0.3811
C -1.8333 -4.6984 -0.1859
C 0.9361 -0.2696 3.6881
C 3.4061 2.2801 2.5334
C 1.5597 3.0910 -3.5019
C -4.8657 -0.6499 -0.8164
C -0.3269 -0.3898 4.2515
H -1.6796 2.5149 3.1754
C 2.5703 -2.5610 -0.1440
C -5.3054 -0.2549 0.4376
H 3.2206 0.0954 2.5071
O 3.4770 2.9295 1.2548
H -3.1125 3.4354 -1.5605
H -2.1460 -4.7831 1.9631
F 6.2173 -3.9621 -1.3232
H 4.4504 3.1334 -1.7064
H -5.0874 -1.6455 -1.1826
H -1.9529 -5.7604 -0.3573
C 2.5013 2.5890 -0.9858
S 2.5116 -0.5621 -2.0405
C 5.0138 -3.5057 -0.9372
C -5.0089 1.0214 0.8933
C 3.3975 3.0417 -1.9289
F 5.1353 -1.8611 -2.5667
H -0.5769 -1.2791 4.8181
C -1.5708 -3.8529 -1.2337
H -3.7695 -0.1267 -2.5662
C 0.3300 1.8760 2.8049
S -1.1227 -1.4174 -2.3451
H 1.1520 3.2193 -4.4958
H -4.0173 2.8732 0.4692
C 4.4437 -2.4235 -1.5703
N 1.1975 2.4597 -1.1921
C -2.8370 2.4113 -1.8617
C -3.7776 1.4778 -1.1388
H 4.4195 2.0939 2.8866
C -1.3992 -2.4659 -1.0419
H -1.7865 -2.3243 2.2302
C 1.2788 0.8679 2.9702
C 2.6164 0.9731 2.2686
N 2.3715 1.0239 0.8238
C 3.1840 -1.8916 -1.2169
C -1.9329 -4.1645 1.1034
C -0.7084 2.5548 -2.5138
Sr 0.1123 0.5386 -0.6293
O -1.2864 -0.7111 0.4936
C -2.7561 2.3729 -3.3917
H 2.8964 2.9467 3.2300
C 0.6871 2.7175 -2.4417
C -4.1134 0.2121 -1.6020
H -1.4685 -4.2123 -2.2465
C 4.3590 -4.1368 0.1079
H 3.5703 3.5490 -4.0275
*
```

Calculated values
E_HOMO (spin up / spin down)	-2.748 / -3.910	eV
frontier orbital gap (spin up / spin down)	5.2 / 6.4	eV



Record 6
Density functional theory data (ωB97M-V/def2-TZVPD) for a structure of composition C34H23FeN6O9Se.

```
! RIJCOSX wB97M-V def2-TZVPD def2/J DEFGRID3
* xyz -2 2
O 0.2850 5.2858 5.7209
O 2.5188 -0.4087 -0.6225
C 3.3532 -1.3934 -0.7236
C -2.0693 2.2634 -1.8896
H -2.6076 4.2721 -2.4015
C -1.2327 1.1905 -2.1532
C -4.0919 -2.2304 4.1996
O -1.9102 0.4630 3.1424
C -0.8456 2.8553 1.6073
H -4.1398 -4.2497 3.4553
C -1.5922 3.4598 2.6009
C 5.6208 -2.1129 -1.2349
H -1.3109 2.3675 0.7655
H 4.9308 -0.0801 -1.3160
N 1.0067 4.7525 4.8951
C 4.0167 -3.7425 -0.5516
N -1.2480 0.0309 -1.3252
O 2.2219 4.7623 4.9353
C -1.9942 -1.8341 2.4065
H -1.7677 0.1831 -0.4663
C 0.3592 4.0779 3.7461
C -1.0207 4.0801 3.6903
C 0.4316 0.0238 -3.5353
O -3.5675 2.9798 1.5011
C 1.4100 2.1154 0.6595
N -0.2977 -2.6882 0.9609
C -0.3210 1.2441 -3.2007
H 6.6278 -1.8613 -1.5500
C 1.4881 -2.4223 -4.3251
C -2.6186 -3.0732 2.5094
H -2.8015 2.1886 -1.0940
H 3.7372 -4.7628 -0.3115
C 3.0362 -2.7465 -0.4430
C 0.6298 -0.2725 -4.8894
H 1.8492 -3.4025 -4.6134
H -1.6131 -0.8359 -1.7633
H -1.2553 0.4178 2.3926
C -1.9260 -3.7209 -2.2145
H 6.0419 -4.2309 -1.0511
O 0.7412 1.5981 -0.2886
O -0.5377 -0.3976 1.1639
C -3.4957 -0.9860 4.1070
C -1.9633 3.4320 -2.6303
N -2.0893 -2.6027 -1.9478
C -2.4520 -0.7741 3.2070
H 0.5160 2.4874 -4.7222
C 1.3007 -2.1366 -2.9811
C 1.1739 -1.4772 -5.2863
H -0.9140 4.4338 -4.2142
O -3.6997 3.9213 3.4363
C 5.2976 -3.4511 -0.9572
H 2.2247 3.4583 2.8502
C -1.0231 3.5187 -3.6449
Se -1.6713 -5.4721 -2.6306
H -2.2645 -3.8657 1.8632
H -1.6199 4.5357 4.4614
N -3.0713 3.4337 2.5123
O 2.6146 2.1305 0.8732
H 1.6292 -4.0276 0.6359
H -4.9081 -2.3795 4.8973
C -0.8655 -1.6314 1.4514
H 1.5186 -2.9113 -2.2643
H 0.2978 0.4397 -5.6371
C -3.6608 -3.2811 3.3965
H 1.2990 -1.6973 -6.3401
C 0.5375 2.8504 1.7017
Fe 0.6491 -0.4509 -0.6394
C -0.2199 2.4233 -3.9298
C 4.6880 -1.1148 -1.1123
N 0.7482 -2.2880 0.1120
C 0.8165 -0.8990 -2.5574
C 1.7489 -3.0841 0.1046
C 1.1464 3.4728 2.7831
H -3.8249 -0.1523 4.7140
*
```

Calculated values
E_HOMO	-2.358	eV
frontier orbital gap	5.6	eV



no.,calculated total energy (eV)
1,-160867.413
2,-160868.677
3,-144224.510
4,-142264.522
5,-83829.943
6,-162731.655